The following is a DFT calculation (wB97M-V/def2-TZVPD) of a structure of composition C33H31IOsP3S2 in a non-equilibrium geometry.

The HOMO energy (alpha / beta) comes out at -0.3881 / -0.3909 Eh. The calculation puts the frontier orbital gap (alpha / beta) at 6.326 / 6.291 eV. As for the total energy: -94826.240 eV. The total charge is +1.

CARTESIAN COORDINATES (ANGSTROEM)
Os  -0.11142  -0.14903  -0.32810
S  2.23485  -0.72956  -0.11847
P  1.69314  -0.94295  1.83221
C  0.00499  -0.41252  1.58397
P  -0.69524  1.13801  2.13962
S  -0.00779  2.23627  0.61325
C  -0.23754  1.75038  3.76545
C  0.60085  2.85249  3.88144
C  0.90582  3.34961  5.13959
C  0.39688  2.73296  6.27245
C  -0.42516  1.61774  6.15651
C  -0.75548  1.13222  4.90361
C  -2.48594  0.94652  2.17226
C  -3.25454  1.97162  2.72114
C  -4.63584  1.90238  2.66890
C  -5.25648  0.81217  2.07201
C  -4.49472  -0.20998  1.52598
C  -3.11063  -0.14312  1.57330
C  1.84871  -2.59897  2.48924
C  0.85144  -3.13344  3.29471
C  1.08820  -4.32051  3.97279
C  2.30928  -4.96391  3.84082
C  3.29776  -4.43808  3.01649
C  3.07226  -3.25114  2.34246
C  2.66207  0.11018  2.92208
C  2.61026  -0.12283  4.29743
C  3.37125  0.65329  5.15088
C  4.18452  1.65636  4.63667
C  4.23012  1.89348  3.27125
C  3.46489  1.12247  2.40698
H  1.00020  3.32431  2.99215
H  1.54331  4.21828  5.23197
H  0.63584  3.12465  7.25218
H  -0.82700  1.14437  7.04168
H  -1.42659  0.28643  4.81126
H  -2.77681  2.82594  3.18646
H  -5.22952  2.70084  3.09190
H  -6.33604  0.76018  2.03552
H  -4.97761  -1.05846  1.05968
H  -2.51901  -0.94785  1.15171
H  -0.10288  -2.62836  3.39049
H  0.31691  -4.74321  4.60200
H  2.49092  -5.88642  4.37601
H  4.24642  -4.94652  2.91147
H  3.84655  -2.82866  1.71167
H  2.00319  -0.92711  4.69719
H  3.33919  0.47150  6.21629
H  4.78660  2.25430  5.30811
H  4.86910  2.66995  2.87393
H  3.49094  1.30395  1.34126
I  -1.42506  0.90932  -2.33865
C  -2.03653  -2.55005  -2.11140
P  -0.43540  -2.25632  -1.29654
C  0.75910  -2.65410  -2.59847
C  -0.38984  -3.62520  -0.10767
C  -1.48722  -3.79835  0.73650
C  -1.55036  -4.88432  1.59185
C  -0.50726  -5.80016  1.62387
C  0.59761  -5.62037  0.80772
C  0.65717  -4.53791  -0.05994
H  -2.85529  -2.25780  -1.45468
H  -2.12615  -3.60963  -2.35247
H  -2.10178  -1.95171  -3.01730
H  0.56176  -3.63930  -3.02190
H  1.77778  -2.61160  -2.21910
H  0.64595  -1.89548  -3.37497
H  -2.31117  -3.09473  0.71176
H  -2.41699  -5.02268  2.22502
H  -0.55488  -6.65149  2.29015
H  1.41409  -6.32923  0.83514
H  1.51725  -4.42170  -0.70626



The following is a DFT calculation (wB97M-V/def2-TZVPD) of a structure of composition C33H31InN5O6S5Te in a non-equilibrium geometry.

The HOMO energy comes out at -0.1257 Eh. The calculation puts the frontier orbital gap at 5.356 eV. As for the total energy: -121104.046 eV. The calculation puts the energy relative to the best compared isomer or geometry (same formula, charge and spin) at 0.0000 eV. The total charge is -1.

CARTESIAN COORDINATES (ANGSTROEM)
In  15.30258  13.99852  12.57016
C  15.49436  16.96507  14.23282
C  15.21414  17.21069  12.77190
C  15.10766  18.54485  12.34380
C  15.07714  18.83540  11.02248
C  15.10829  17.76457  10.09023
C  15.26457  18.06418  8.71512
C  15.19740  17.08191  7.75131
C  14.91743  15.73513  8.15343
C  14.82938  15.40284  9.53124
S  14.45047  13.80830  9.98388
C  15.02617  16.40662  10.54988
N  15.15569  16.15332  11.92603
H  15.91508  17.84589  14.72493
H  16.26926  16.20001  14.26534
H  14.60163  16.63356  14.77757
H  15.07774  19.29981  13.12849
H  15.04766  19.87090  10.61993
H  15.34460  19.14699  8.51623
H  15.33949  17.31639  6.70722
H  14.78142  14.94621  7.44230
C  9.60190  13.51475  13.98415
N  9.51615  13.40769  12.51736
C  8.74072  12.23316  12.06676
C  10.41449  14.00187  11.68592
S  11.87187  14.62726  12.18285
N  9.94059  14.11412  10.41349
C  8.78817  15.00445  10.27990
C  10.79532  14.06909  9.24384
H  8.57948  13.69390  14.34372
H  10.27167  14.31926  14.27337
H  10.00188  12.58653  14.40383
H  9.05522  11.31532  12.62515
H  8.81027  12.02501  11.00988
H  7.66450  12.34982  12.30536
H  8.00385  14.82468  11.02215
H  8.33262  14.80854  9.29769
H  9.03435  16.05108  10.34304
H  11.67576  13.43443  9.47805
H  11.14420  15.07882  8.95193
H  10.29103  13.59844  8.42225
O  17.48134  12.13832  14.78428
C  16.54207  12.69613  15.29946
N  15.43214  13.26304  14.67333
S  14.11616  13.46421  15.66431
O  13.19823  12.35010  15.52210
O  13.56300  14.81625  15.61624
C  15.13395  13.34335  17.15558
C  14.80244  13.75615  18.43581
C  15.66993  13.45602  19.45381
C  16.94157  12.92538  19.12596
C  17.26296  12.62049  17.84924
C  16.35256  12.84706  16.79442
H  13.90186  14.37362  18.50779
H  15.35796  13.65046  20.49382
H  17.72230  12.81252  19.90694
H  18.29734  12.35412  17.56312
O  17.39336  11.65581  11.22315
C  18.05964  12.65524  11.60695
N  17.48471  13.78501  12.11032
S  18.61123  15.01789  12.28229
O  18.72631  15.51904  13.65360
O  18.41225  16.03537  11.25022
C  19.97449  14.01684  11.91752
C  21.29482  14.44590  11.83932
C  22.23298  13.53095  11.43026
C  21.84170  12.21955  11.06851
C  20.53672  11.79530  11.17048
C  19.57721  12.73625  11.57078
H  21.53122  15.48227  12.18224
H  23.31055  13.73053  11.45956
H  22.63262  11.57105  10.68063
H  20.26416  10.81262  10.80133
Te  13.28671  11.21457  12.35981
C  14.38526  9.53433  11.88801
C  14.85130  8.64833  12.86458
C  15.74667  7.71915  12.29704
C  15.90247  7.88165  10.95389
S  14.96686  9.13179  10.28290
H  14.48402  8.75917  13.88736
H  16.24780  6.92983  12.87589
H  16.59956  7.31672  10.33898



The following is a DFT calculation (wB97M-V/def2-TZVPD) of a structure of composition C33H31N10O9Sr.

The HOMO energy comes out at -0.1709 Eh. The calculation puts the frontier orbital gap at 5.709 eV. As for the total energy: -68892.223 eV. The calculation puts the energy relative to the best compared isomer or geometry (same formula, charge and spin) at 0.8975 eV. The total charge is -1.

CARTESIAN COORDINATES (ANGSTROEM)
Sr  -1.24733  0.71356  0.90043
N  0.01473  2.71499  2.39094
C  -1.09744  3.40896  3.07405
C  -2.00299  3.88154  1.92732
O  -1.39274  4.64710  1.12351
N  -3.20220  3.41243  1.69523
C  -3.91375  2.48680  2.56163
C  -4.40069  1.34417  1.64878
O  -5.48765  1.45321  1.06760
O  -3.56282  0.39153  1.48152
H  0.71370  2.39740  3.05130
H  0.42914  3.37891  1.74358
H  -0.75899  4.29130  3.62683
H  -1.55508  2.71386  3.77509
H  -4.78203  2.98452  3.00308
H  -3.30857  2.05142  3.36524
C  -3.65785  1.68168  -1.63216
N  -2.70135  2.45229  -0.87363
C  -1.91786  3.45068  -1.56720
C  -0.47595  3.08231  -1.72149
N  0.24782  2.44368  -0.84411
C  1.54186  2.46878  -1.34076
C  2.71679  1.95334  -0.80307
C  3.88836  2.12270  -1.51706
C  3.90344  2.79409  -2.74729
C  2.74537  3.31960  -3.29347
C  1.57522  3.14808  -2.56598
N  0.26398  3.52167  -2.78830
C  -3.16767  0.31867  -2.02253
N  -2.24104  -0.37360  -1.42139
C  -2.23971  -1.61902  -2.03327
C  -1.46407  -2.74395  -1.76920
C  -1.67182  -3.86571  -2.55077
C  -2.62780  -3.87718  -3.57555
C  -3.41070  -2.76773  -3.84532
C  -3.20067  -1.64741  -3.05221
N  -3.77056  -0.38779  -3.02872
H  -3.98873  2.20391  -2.54418
H  -4.54088  1.52049  -0.99844
H  -3.14051  2.88792  -0.04209
H  -1.91660  4.34925  -0.93544
H  -2.33628  3.70357  -2.55274
H  2.69722  1.42803  0.14347
H  4.81582  1.72729  -1.12258
H  4.83936  2.90498  -3.27982
H  2.75744  3.84224  -4.24184
H  -0.09561  4.06549  -3.55143
H  -0.72720  -2.72588  -0.97630
H  -1.08610  -4.75764  -2.36805
H  -2.76155  -4.77551  -4.16474
H  -4.15529  -2.78216  -4.63124
H  -4.55352  -0.06556  -3.56836
O  -0.57566  -0.19427  3.42798
C  0.21490  -0.98879  2.89616
O  0.38738  -1.16424  1.66073
C  1.08782  -1.83602  3.81703
C  0.97849  -1.70649  5.19399
C  1.79018  -2.48095  6.00495
C  2.70931  -3.38167  5.50179
C  2.79055  -3.48176  4.12664
C  1.99875  -2.73090  3.27652
N  3.76403  -4.42537  3.55189
O  3.84855  -4.48290  2.34199
O  4.41298  -5.10776  4.32098
N  1.68338  -2.34679  7.46903
O  2.41683  -3.03591  8.15281
O  0.87556  -1.55548  7.90542
H  0.26613  -1.00617  5.60591
H  3.33268  -3.97362  6.15180
H  2.06946  -2.82949  2.20357
C  3.39172  -2.83503  -4.11876
C  2.53800  -2.01605  -3.19259
C  2.72223  -2.05826  -1.81495
C  1.89958  -1.30334  -0.99437
N  0.92037  -0.52507  -1.45279
C  0.74831  -0.48193  -2.76799
C  1.52278  -1.19779  -3.66841
H  4.44930  -2.72173  -3.87736
H  3.24136  -2.54237  -5.15735
H  3.14672  -3.89511  -4.02770
H  3.49713  -2.67577  -1.37589
H  2.00894  -1.33443  0.08331
H  -0.05241  0.16098  -3.12233
H  1.32598  -1.11882  -4.73086



- The highest total energy belongs to which entry?
  C33H31N10O9Sr



- Which formula does entry 2 have?
  C33H31InN5O6S5Te